1.
Formula: C37H30Br2NNiO4Si
Source: the OMol25 dataset
Level of theory: the ωB97M-V functional and the def2-TZVPD basis

Structure (XYZ):
```
76
Properties=species:S:1:pos:R:3:forces:R:3:mulliken_charge:R:1
Ni 0.1506 -0.9179 1.5922 -1.4412 -0.8014 0.0836 -0.11
Br 0.2478 -4.6669 5.0785 -0.0077 0.0464 -0.0266 -0.19
C -0.9244 -3.1972 4.8522 -0.1327 -0.1801 0.2502 -0.36
C -2.0383 -3.0898 5.7051 0.1568 -0.1200 -0.0201 -0.28
C -2.9271 -2.0590 5.6039 0.0135 0.1708 -0.1609 -0.15
Br -4.4116 -1.9646 6.7903 0.0516 -0.0310 -0.0258 -0.27
C -2.7398 -1.0596 4.6139 -0.1831 0.0649 0.1398 1.21
C -3.5776 0.0592 4.3872 -0.0766 -0.1558 0.2234 -0.76
C -3.2888 0.9498 3.3974 0.3245 0.0055 -0.2682 -0.94
C -2.1490 0.7369 2.5890 -0.2112 0.0154 0.1742 -0.20
N -1.3596 -0.2882 2.7903 0.5121 -0.5439 -0.6656 -0.42
C -1.6239 -1.1874 3.7753 0.3193 -0.0291 -0.1598 0.36
C -0.6581 -2.2710 3.8514 -0.2005 0.4781 -0.0726 0.70
O 0.3216 -2.2836 3.0337 0.2702 0.2183 -0.2741 -0.56
H -2.1828 -3.8519 6.4594 0.0045 0.0073 -0.0075 0.40
H -4.4525 0.1941 5.0104 0.0126 -0.0113 -0.0045 0.30
H -3.9251 1.8025 3.2059 0.0218 0.0037 -0.0070 0.46
H -1.9059 1.3893 1.7619 0.0531 -0.0102 -0.0521 0.55
C 7.7073 0.7600 -1.0961 0.0372 0.0317 -0.0167 -1.52
C 6.3331 0.4765 -0.5518 -0.0295 -0.0011 -0.0213 0.65
C 6.1384 0.2254 0.7990 -0.0153 0.0022 0.0242 -0.89
C 4.8761 -0.0533 1.3135 -0.0275 -0.0246 -0.0091 1.07
C 4.6892 -0.3022 2.7857 0.0182 -0.0134 0.0221 -1.51
C 3.7912 -0.1007 0.4393 -0.0104 -0.0861 -0.0762 0.56
C 3.9569 0.1467 -0.9262 0.0623 -0.0016 0.0636 0.69
C 2.7840 0.1248 -1.8646 -0.0138 0.0449 0.0030 -0.98
C 5.2303 0.4427 -1.3974 0.0267 -0.0061 0.0131 -1.10
C 2.4177 -0.4002 0.9667 -0.0356 0.7004 0.4783 1.02
O 1.8166 -1.4349 0.5577 -0.9190 -0.0872 0.3210 -0.68
O 1.8750 0.3830 1.7853 0.9558 0.2955 -0.2657 -0.73
H 8.3792 1.1089 -0.3110 -0.0050 -0.0044 0.0023 0.37
H 7.6725 1.5228 -1.8756 0.0001 -0.0053 0.0002 0.37
H 8.1513 -0.1361 -1.5363 -0.0087 -0.0129 0.0015 0.27
H 6.9874 0.2520 1.4752 0.0044 0.0050 -0.0006 0.30
H 5.6536 -0.3505 3.2927 -0.0039 -0.0028 -0.0005 0.40
H 4.1568 -1.2381 2.9640 -0.0082 -0.0016 -0.0041 0.32
H 4.0879 0.4872 3.2361 -0.0062 0.0108 -0.0069 0.27
H 1.9750 0.7604 -1.4984 0.0027 0.0025 0.0092 -0.02
H 2.3642 -0.8764 -1.9542 -0.0015 -0.0293 -0.0116 0.38
H 3.0737 0.4782 -2.8539 -0.0132 -0.0066 -0.0048 0.34
H 5.3624 0.6503 -2.4549 0.0025 0.0048 -0.0031 0.35
O -0.8488 -0.3201 0.0835 0.3422 0.0170 0.1873 1.01
Si -1.5519 0.1457 -1.2496 0.1775 0.0506 0.1970 -1.46
C -1.7319 2.0305 -1.2162 0.0045 -0.0479 -0.0179 0.33
C -0.7788 2.7642 -0.5033 0.0299 0.0133 0.0310 -0.05
C -0.8329 4.1510 -0.4433 0.0109 0.0025 -0.0025 -0.81
C -1.8501 4.8346 -1.0958 0.0035 0.0049 -0.0064 -0.46
C -2.8101 4.1246 -1.8038 -0.0117 0.0012 -0.0045 -0.61
C -2.7467 2.7380 -1.8601 -0.0551 0.0096 -0.0326 -0.30
C -3.2745 -0.6105 -1.4184 0.0015 0.0024 0.0904 0.50
C -3.9247 -1.0800 -0.2737 -0.0088 -0.0136 -0.0521 -0.37
C -5.2135 -1.5919 -0.3328 0.0168 -0.0084 -0.0046 -0.62
C -5.8809 -1.6495 -1.5487 -0.0366 -0.0170 0.0193 -0.42
C -5.2497 -1.2041 -2.7008 0.0061 0.0007 -0.0277 -0.72
C -3.9594 -0.6947 -2.6309 0.0319 0.0448 -0.0526 -0.32
C -0.6124 -0.2839 -2.8283 -0.0138 -0.0484 0.0081 0.33
C -0.3737 -1.6276 -3.1334 0.0053 -0.0195 0.0043 -0.34
C 0.3672 -1.9961 -4.2458 0.0003 -0.0043 -0.0040 -0.64
C 0.8858 -1.0197 -5.0874 0.0135 0.0038 -0.0125 -0.43
C 0.6581 0.3188 -4.8072 -0.0012 -0.0067 -0.0189 -0.74
C -0.0825 0.6777 -3.6871 -0.0488 0.0483 -0.0359 -0.01
H 0.0113 2.2344 0.0212 0.0000 -0.0078 0.0032 0.35
H -0.0806 4.6966 0.1143 -0.0081 -0.0012 -0.0006 0.43
H -1.8969 5.9162 -1.0506 0.0011 0.0016 0.0049 0.34
H -3.6118 4.6511 -2.3083 0.0009 0.0053 -0.0023 0.39
H -3.5120 2.1982 -2.4092 0.0095 -0.0048 0.0036 0.35
H -3.3988 -1.0608 0.6729 0.0404 0.0272 0.0575 0.23
H -5.6927 -1.9539 0.5688 -0.0127 -0.0044 0.0066 0.42
H -6.8861 -2.0506 -1.5997 -0.0005 0.0001 0.0008 0.35
H -5.7599 -1.2607 -3.6552 0.0012 0.0014 0.0007 0.38
H -3.4700 -0.3664 -3.5429 -0.0013 0.0066 -0.0063 0.41
H -0.7631 -2.4012 -2.4798 -0.0013 0.0080 0.0181 0.32
H 0.5471 -3.0439 -4.4540 0.0011 -0.0004 -0.0028 0.38
H 1.4699 -1.3034 -5.9549 -0.0027 0.0005 0.0010 0.35
H 1.0639 1.0863 -5.4557 0.0032 0.0007 -0.0051 0.39
H -0.2439 1.7301 -3.4766 0.0024 -0.0088 0.0115 0.36
```
Positions in Å, forces in eV/Å.

Computed properties:
- Charge: -1
- LUMO level (alpha / beta): 0.0836 / 0.0837 hartree
- HOMO energy (alpha / beta): -5.084 / -5.084 eV
- Energy relative to the best compared isomer or geometry (same formula, charge and spin): 17.2 kcal per mole

***

2.
Formula: C21H34N6NiO3
Source: the OMol25 dataset
Level of theory: the ωB97M-V functional and the def2-TZVPD basis

Structure (XYZ):
```
65
Properties=species:S:1:pos:R:3:forces:R:3:mulliken_spin:R:1
Ni -0.1020 -0.6015 0.5434 -0.0200 0.3331 -0.6060 1.79
O 6.5696 0.5474 0.8346 -0.0419 0.0284 0.0102 0.00
C 6.1439 -0.7918 0.8734 0.0910 -0.0815 -0.0233 0.00
C 4.6471 -0.8235 0.9505 -0.1352 0.0916 0.0210 0.00
C 3.9523 -2.0272 0.9634 0.0136 0.0187 0.0400 0.00
C 2.5734 -2.0026 1.0064 0.1039 -0.1118 0.0653 0.00
N 1.8754 -0.8674 1.0356 -0.3686 0.1084 -0.1231 0.02
C 2.5335 0.3067 1.0389 0.1137 -0.2389 0.0055 0.03
C 3.9146 0.3583 1.0050 0.0449 -0.0012 0.0236 0.00
C 1.6757 1.5143 1.0744 -0.1404 0.2903 0.0689 0.00
C 2.1693 2.8073 1.0958 0.0605 -0.0931 0.0133 0.00
C 1.2910 3.8845 1.1341 0.0248 -0.0566 0.0283 0.00
C 1.8206 5.2988 1.0914 -0.0372 0.0340 -0.0609 0.00
O 3.1760 5.3990 1.4389 0.0613 -0.1228 -0.0521 0.00
C -0.0746 3.6194 1.1798 0.0991 -0.0343 -0.0009 0.00
C -0.4987 2.3060 1.1548 -0.0933 0.2145 0.0775 0.00
N 0.3509 1.2810 1.0910 0.0432 -0.1778 -0.1598 0.07
H 7.5305 0.5819 0.8297 0.0400 0.0038 -0.0004 0.00
H 6.5550 -1.3261 1.7377 -0.0325 0.0005 0.0090 0.00
H 6.4497 -1.3405 -0.0256 0.0056 -0.0007 0.0125 0.00
H 4.4749 -2.9746 0.9429 -0.0269 -0.0065 -0.0117 0.00
H 2.0073 -2.9254 1.0285 -0.0176 0.0158 -0.0642 0.00
H 4.4535 1.2935 1.0168 -0.0518 0.0110 -0.0327 0.00
H 3.2320 2.9997 1.0776 -0.0059 0.0300 0.0066 0.00
H 1.1798 5.9559 1.6859 0.0169 -0.0217 0.0329 0.00
H 1.7471 5.6363 0.0534 -0.0340 0.0514 0.0307 0.00
H 3.2813 5.4070 2.3955 -0.0507 0.0798 0.0450 0.00
H -0.7979 4.4221 1.2353 -0.0167 -0.0177 0.0110 0.00
H -1.5524 2.0620 1.2061 0.0173 -0.0679 -0.0875 0.00
C -4.4827 -0.7108 -1.2707 -0.0694 0.1087 -0.0099 0.00
N -4.3859 -0.9401 0.1611 0.1932 -0.1390 0.0248 0.00
C -5.4930 -0.3810 0.9337 -0.1208 0.0446 0.0558 0.00
C -3.1418 -1.0983 0.7200 -0.2809 0.2933 -0.1391 0.01
N -2.0734 -0.5779 0.1464 0.6605 -0.2633 0.1926 0.03
N -3.0471 -1.8249 1.8467 0.0363 0.0238 0.0324 0.00
C -1.7931 -1.9945 2.5479 -0.0949 0.1014 0.1347 0.02
C -4.1706 -2.5415 2.4402 -0.0484 -0.1432 0.0853 0.00
H -5.4669 -1.0420 -1.6000 0.0186 0.0023 -0.0104 0.00
H -3.7329 -1.2958 -1.8000 -0.0222 -0.0172 -0.0064 0.00
H -4.3864 0.3486 -1.5424 0.0341 -0.0123 0.0289 0.00
H -5.7023 0.6398 0.6016 0.0642 -0.0069 -0.0041 0.00
H -5.2510 -0.3461 1.9924 -0.0373 0.0254 -0.0656 0.00
H -6.3994 -0.9719 0.7927 0.0320 -0.0072 0.0391 0.00
H -2.3189 -0.0041 -0.6449 -0.0987 0.0308 -0.0574 0.00
H -0.9604 -1.6376 1.9380 -0.0511 -0.2277 0.3607 -0.01
H -1.6203 -3.0534 2.7372 0.0276 0.0025 0.0199 0.00
H -1.7816 -1.4538 3.4959 0.0425 0.0038 -0.0059 0.00
H -4.9540 -2.6981 1.7076 0.0337 -0.0343 -0.0252 0.00
H -4.5783 -2.0015 3.2970 0.0048 -0.0270 -0.0154 0.00
H -3.8245 -3.5137 2.7895 0.0301 0.0056 -0.0411 0.00
C -0.3317 -2.6851 -3.0357 0.0684 -0.0452 0.1030 0.00
N -0.1994 -1.2915 -3.4545 0.0717 0.0422 0.1909 0.01
C -0.3337 -1.0348 -4.8836 -0.0400 0.0046 -0.1408 0.00
C 0.1682 -0.3865 -2.5564 -0.0361 0.0486 -0.2881 0.01
C 0.3311 1.0535 -2.9595 -0.0315 -0.0243 0.1467 0.00
O 0.4138 -0.7424 -1.3769 -0.0469 -0.1432 0.1590 0.02
H -0.8621 -3.2367 -3.8064 -0.0229 0.0329 -0.0181 0.00
H -0.8839 -2.7400 -2.1001 -0.0265 -0.0150 -0.0245 0.00
H 0.6482 -3.1407 -2.8854 -0.0047 0.0155 -0.0232 0.00
H -1.3096 -1.3791 -5.2249 0.0097 0.0045 0.0205 0.00
H 0.4353 -1.5792 -5.4333 0.0043 0.0045 0.0326 0.00
H -0.2408 0.0199 -5.1128 0.0221 0.0118 0.0367 0.00
H 1.2029 1.1636 -3.6056 -0.0162 0.0275 -0.0206 0.00
H 0.4888 1.6458 -2.0609 0.0223 -0.0129 -0.0097 0.00
H -0.5414 1.4313 -3.4894 0.0094 0.0060 -0.0363 0.00
```
Positions in Å, forces in eV/Å.

Computed properties:
- Charge: +2
- LUMO level (alpha / beta): -0.2098 / -0.2253 hartree
- HOMO energy (alpha / beta): -14.542 / -14.574 eV
- Spin multiplicity: 3
- Expectation value of S²: 2.005

***

3.
Formula: C25H33N2O2
Source: the OMol25 dataset
Level of theory: the ωB97M-V functional and the def2-TZVPD basis

Structure (XYZ):
```
62
Properties=species:S:1:pos:R:3:forces:R:3:nbo_charge:R:1
C -0.3827 -3.3210 5.3449 -0.1340 0.1404 -0.1349 -0.26
O -0.9134 -2.0758 4.8329 0.8044 0.3158 -1.0398 -0.46
C -0.3321 -1.5157 3.7425 0.0097 -0.1776 0.1410 0.41
C -0.8122 -0.2417 3.3455 -0.2004 0.0060 0.1622 -0.30
C -0.2742 0.4151 2.2591 -0.1038 -0.1804 -0.1898 -0.03
C 0.7837 -0.1468 1.4829 -0.1514 -0.7044 0.4272 -0.22
C 1.4139 0.6126 0.4601 1.7436 0.3666 1.5983 0.07
C 2.8222 0.4814 0.1915 0.5822 0.1340 0.0106 -0.10
C 3.4239 1.2334 -0.8658 0.5787 0.0577 -0.4354 -0.10
C 4.7465 1.0200 -1.2495 -0.9121 -0.1737 0.3969 -0.10
C 5.5516 0.0750 -0.5921 0.0574 -0.1306 -0.6978 0.42
O 6.7614 -0.1286 -1.1734 -1.3425 0.5783 0.4334 -0.44
C 6.8342 0.7432 -2.3645 0.3371 -0.2148 -0.1689 -0.06
C 5.5363 1.5631 -2.3888 0.3092 0.4945 -0.3762 -0.46
C 5.0648 -0.5707 0.5524 0.4278 0.0482 -0.2643 -0.29
C 3.7771 -0.3093 0.9594 -0.7090 -0.3878 0.2976 -0.11
C 1.2287 -1.4459 1.8915 0.2417 -0.2511 0.0650 -0.10
C 0.7063 -2.1195 2.9828 -0.3898 0.1506 0.2969 -0.33
H -1.0291 -3.5549 6.1899 0.1478 -0.0489 -0.1270 0.22
H -0.4446 -4.1175 4.5907 -0.0402 0.2317 0.1990 0.19
H 0.6537 -3.2027 5.6887 -0.2620 0.0716 -0.1305 0.19
H -1.6325 0.1957 3.9272 0.4521 -0.1151 -0.2452 0.25
H -0.6146 1.4112 1.9927 -0.1489 -0.1858 0.0258 0.23
H 0.8664 1.4931 0.0785 0.2108 -0.7645 -0.1280 0.26
H 2.8372 2.0027 -1.3800 0.1020 -0.4625 0.0223 0.23
H 7.7372 1.3673 -2.2816 -0.3680 -0.3358 0.1599 0.21
H 6.9439 0.1054 -3.2576 -0.0619 0.0837 0.5483 0.21
H 5.0218 1.4483 -3.3380 -0.0929 0.0323 -0.0856 0.24
H 5.7717 2.6175 -2.2587 -0.1301 0.1283 -0.0019 0.24
H 5.7295 -1.2603 1.0615 -0.2189 0.1808 0.2984 0.25
H 3.4983 -0.7310 1.9361 -0.0080 0.2971 -0.6639 0.23
H 2.0360 -1.9528 1.3529 -0.6332 0.1917 -0.0540 0.23
H 1.0627 -3.1164 3.2672 -0.0518 0.5312 -0.3087 0.24
C -6.0847 -0.2936 -0.9601 0.2107 0.1609 0.0461 -0.41
C -5.7191 -0.9141 0.4008 0.3162 0.2226 0.1437 -0.41
C -4.1798 -1.0237 0.4199 -0.1936 -0.8057 0.3953 -0.20
N -3.7076 -0.2410 -0.6858 0.2819 0.9090 0.0909 -0.47
C -2.3748 -0.5099 -1.1648 0.5276 -0.0476 -0.4963 -0.20
C -1.7703 0.7169 -1.8224 -0.3823 0.7865 0.0736 -0.06
C -0.5162 0.6284 -2.6848 -0.2963 -0.2750 0.2800 -0.40
C -0.0860 2.1142 -2.7864 0.2291 -0.0478 -0.0700 -0.42
C -0.8074 2.8104 -1.6241 -1.0195 -0.0543 0.3167 -0.24
N -1.2909 1.6677 -0.7975 -1.1895 1.0043 0.0846 -0.66
C -4.7509 -0.0154 -1.6712 -0.0936 -0.1290 -0.4872 -0.21
H -6.7027 -0.9617 -1.5565 -0.0407 0.0575 0.0132 0.22
H -6.6276 0.6417 -0.8206 -0.0845 -0.1301 -0.0237 0.21
H -6.0399 -0.2553 1.2096 -0.0974 -0.1494 -0.0306 0.21
H -6.1836 -1.8889 0.5422 0.0056 0.0691 0.0705 0.22
H -3.7583 -0.6561 1.3687 -0.0681 -0.0684 -0.1817 0.18
H -3.8680 -2.0832 0.3344 -0.0848 0.1287 -0.0418 0.16
H -1.7011 -0.7671 -0.3275 -0.4129 -0.1920 -0.2295 0.20
H -2.3606 -1.3109 -1.9286 -0.0528 -0.2276 0.2766 0.17
H -2.5829 1.2026 -2.4113 0.4062 -0.2014 0.0483 0.17
H 0.2087 0.0770 -2.0718 0.1102 -0.0948 -0.3578 0.19
H -0.6775 0.1041 -3.6360 0.1664 0.2760 0.2242 0.23
H 0.9842 2.2143 -2.6168 0.1519 -0.0307 -0.4407 0.19
H -0.3554 2.5601 -3.7546 0.2262 -0.1399 0.3377 0.23
H -0.2148 3.5165 -1.0145 -0.0620 -0.3438 -0.3981 0.20
H -1.7001 3.3529 -1.9993 0.5347 0.0226 0.0530 0.18
H -2.1394 2.0034 -0.3066 0.7105 -0.3833 -0.0146 0.38
H -4.6439 -0.6758 -2.5529 0.1137 -0.0129 0.1767 0.17
H -4.7232 1.0123 -2.0622 0.0418 -0.2112 0.1103 0.19
```
Positions in Å, forces in eV/Å.

Computed properties:
- Charge: +1
- LUMO level: -0.1826 hartree
- HOMO energy: -10.177 eV
- Energy relative to the best compared isomer or geometry (same formula, charge and spin): 10.6 kcal per mole

***

Among the records above, which one has the highest charge? C21H34N6NiO3

***

What is the formula in the second record? C21H34N6NiO3

***

The lowest charge belongs to which entry? C37H30Br2NNiO4Si

***

Among the records above, which one has the lowest charge? C37H30Br2NNiO4Si